2 unconnected molecules or ions with the total composition C3H3F2O3 at a distorted geometry. Source: the OMol25 dataset; level of theory: ωB97M-V/def2-TZVPD.

Element x y z (Å)
C1 -0.2959 -0.4229 -1.0583
C2 0.3796 -0.9330 0.0487
C3 0.6527 1.2085 1.2912
O1 0.2241 0.3142 -1.9614
O2 -1.6492 -0.8130 -1.2457
O3 1.2871 0.9048 2.2939
F1 -0.2697 -1.7587 0.8195
F2 -0.6680 1.3749 1.3504
H1 1.4296 -1.0143 0.1521
H2 0.8552 1.6511 0.3901
H3 -1.9454 -0.5115 -2.0806

Output
LUMO: 0.1493 Eh
Gap between HOMO and LUMO: 6.679 eV
Charge: -1
F_max: 0.080 hartree/bohr

2 unconnected molecules or ions with the total composition C3H3F2OS at a distorted geometry. Source: the OMol25 dataset; level of theory: ωB97M-V/def2-TZVPD.

Element x y z (Å)
C1 2.3690 0.4115 0.4370
C2 -1.2819 0.3166 0.0284
C3 -0.3836 -0.7751 -0.5874
O1 2.4013 -0.2829 1.3623
F1 -0.4544 -1.9682 0.2641
F2 -1.0409 -1.1074 -1.7951
S1 2.4699 1.6059 -0.5541
H1 -2.1943 -0.1208 0.3936
H2 -0.6624 0.6410 1.0032
H3 -1.2227 1.2794 -0.5520

Output
LUMO: 0.1161 Eh
Gap between HOMO and LUMO: 4.835 eV
Charge: -1
F_max: 0.081 hartree/bohr

A single C3H3F3 molecule at a distorted geometry. Source: the OMol25 dataset; level of theory: ωB97M-V/def2-TZVPD.

Element x y z (Å)
C1 1.0003 0.8844 0.4735
C2 0.4548 -0.2070 -0.0855
F1 1.3529 -1.1877 -0.4363
C3 -0.9896 -0.5325 -0.2895
F2 -1.6289 -0.9012 0.8542
F3 -1.6362 0.5177 -0.7963
H1 2.0663 1.0155 0.5429
H2 0.4268 1.6972 0.7263
H3 -1.0463 -1.2865 -0.9893

Output
LUMO: 0.0388 Eh
SMILES string: C=C(F)C(F)F
Gap between HOMO and LUMO: 11.520 eV
Charge: 0
F_max: 0.060 hartree/bohr

2 unconnected molecules or ions with the total composition C3H3F3 at a distorted geometry. Source: the OMol25 dataset; level of theory: ωB97M-V/def2-TZVPD.

Element x y z (Å)
C1 0.2791 0.5579 -0.1143
C2 -0.6323 -0.0421 0.5185
C3 -0.4793 -3.3400 -0.7919
F1 -0.7783 -3.0925 -2.1072
F2 0.8110 -3.6149 -0.7049
F3 -1.2853 -4.3519 -0.3628
H1 0.8730 1.4436 0.2218
H2 0.7761 0.3863 -1.1281
H3 -1.4872 -0.4125 1.0239

Output
LUMO (spin up / spin down): -0.0388 / 0.0082 Eh
Gap between HOMO and LUMO (spin up / spin down): 7.026 / 10.692 eV
Charge: 0
F_max: 0.076 hartree/bohr

2 unconnected molecules or ions with the total composition C3H3F4I at a distorted geometry. Source: the OMol25 dataset; level of theory: ωB97M-V/def2-TZVPD.

Element x y z (Å)
C1 -0.1981 0.2349 0.1359
C2 -1.0931 0.2340 -1.0952
C3 -2.8514 -0.5638 -0.1755
F1 -0.7671 -0.6139 -2.0447
F2 -2.8434 -1.8626 -0.5156
F3 -2.7588 -0.5125 1.1611
F4 -3.9486 0.0552 -0.6292
I1 -1.7285 2.0911 -1.8501
H1 0.8076 0.1118 -0.1936
H2 -0.3939 1.0459 0.7813
H3 -0.5009 -0.7871 0.5991

Output
LUMO: 0.0118 Eh
Gap between HOMO and LUMO: 9.830 eV
Charge: 0
F_max: 0.092 hartree/bohr

A gas-phase ion, C3H3F7P (charge +1) at a distorted geometry. Source: the OMol25 dataset; level of theory: ωB97M-V/def2-TZVPD.

Element x y z (Å)
C1 -0.2125 0.0897 -0.2232
C2 1.2655 0.3127 -0.1613
C3 2.2671 -0.8155 -0.2243
F1 1.6618 1.1088 -1.2596
F2 1.7407 0.9853 0.8608
F3 2.3872 -1.5647 -1.2666
F4 2.2117 -1.6384 0.8579
F5 4.2921 0.4827 1.5384
F6 4.9009 -0.8461 -0.5314
F7 4.3458 1.4272 -0.6716
P1 3.9142 0.1655 0.0826
H1 -0.8129 1.0163 -0.0746
H2 -0.5414 -0.5624 0.5871
H3 -0.4597 -0.4883 -1.1714

Output
LUMO: -0.1792 Eh
Gap between HOMO and LUMO: 13.111 eV
Charge: +1
F_max: 0.067 hartree/bohr

A molecular structure, C3H3FHgO3 at a distorted geometry. Source: the OMol25 dataset; level of theory: ωB97M-V/def2-TZVPD.

Element x y z (Å)
H1 -2.2064 -0.1716 -0.2123
O1 2.5341 -0.4070 -1.4768
O2 1.1282 -0.4087 0.2600
O3 -0.3606 0.6109 -1.1631
C1 -1.1805 0.0715 0.0907
C2 -0.1677 -0.8757 0.6713
C3 1.4173 -0.4947 -1.0555
F1 -0.9831 1.9511 1.1511
H2 -0.1943 -0.9101 1.7697
H3 -0.4168 -1.8769 0.2879
Hg1 0.4298 2.5114 -0.3231

Output
LUMO (spin up / spin down): -0.0629 / -0.0749 Eh
Multiplicity: 3
Gap between HOMO and LUMO (spin up / spin down): 6.327 / 8.871 eV
Charge: 0
F_max: 0.171 hartree/bohr

A molecular structure, C3H3FN2S at a distorted geometry. Source: the OMol25 dataset; level of theory: ωB97M-V/def2-TZVPD.

Element x y z (Å)
C1 0.8607 -1.2161 -0.1692
C2 1.2700 -2.4207 0.2593
C3 0.0337 -0.0516 0.0494
N1 2.0822 -3.2653 -0.4542
N2 2.4764 -2.8593 -1.6096
F1 0.7113 -2.8541 1.4162
S1 2.0112 -1.4769 -2.2657
H1 0.6306 0.8562 0.3773
H2 -0.6058 0.1055 -0.7822
H3 -0.3973 -0.2583 0.9337

Output
LUMO: -0.0306 Eh
Gap between HOMO and LUMO: 8.696 eV
Charge: 0
F_max: 0.094 hartree/bohr

A single C3H3FO molecule at a distorted geometry. Source: the OMol25 dataset; level of theory: ωB97M-V/def2-TZVPD.

Element x y z (Å)
O1 2.1907 0.8125 -0.1430
C1 1.2323 0.1746 0.2876
C2 -0.1856 -0.0023 -0.1608
C3 -1.1832 0.8220 0.2700
F1 -2.4072 0.3375 -0.0636
H1 1.6233 -0.6352 0.9371
H2 -0.5973 -0.8897 -0.6578
H3 -1.2861 1.7945 0.5476

Output
LUMO: 0.0197 Eh
SMILES string: O=C/C=C/F
Gap between HOMO and LUMO: 10.690 eV
Charge: 0
F_max: 0.108 hartree/bohr

A single C3H3FO2 molecule at a distorted geometry. Source: the OMol25 dataset; level of theory: ωB97M-V/def2-TZVPD.

Element x y z (Å)
O1 -2.2714 0.3435 -0.1800
C1 -1.6469 -0.7182 -0.0999
O2 -0.2782 -0.7088 0.0520
C2 0.2651 0.4335 0.1723
C3 1.5576 0.4373 -0.1637
F1 2.2452 -0.6438 -0.1277
H1 -1.8392 -1.7554 0.1654
H2 -0.1972 1.3684 0.1892
H3 2.1652 1.2435 -0.0076

Output
LUMO: 0.0201 Eh
SMILES string: O=CO/C=C\F
Gap between HOMO and LUMO: 9.721 eV
Charge: 0
F_max: 0.114 hartree/bohr

A single C3H3FO2S molecule at a distorted geometry. Source: the OMol25 dataset; level of theory: ωB97M-V/def2-TZVPD.

Element x y z (Å)
O1 -0.3145 1.9348 -0.5242
C1 -0.1777 0.7320 -0.3776
C2 -1.3041 -0.2849 -0.3012
F1 -0.9236 -1.6236 -0.5314
C3 1.1227 0.0945 -0.0034
O2 0.9426 -0.0556 1.4350
S1 2.4886 -0.2525 -0.7482
H1 -2.0611 -0.0238 -1.1267
H2 -1.6016 -0.0542 0.6914
H3 1.8288 -0.4669 1.4864

Output
LUMO: -0.0214 Eh
SMILES string: O=C(CF)C(O)=S
Gap between HOMO and LUMO: 9.263 eV
Charge: 0
F_max: 0.074 hartree/bohr

A molecular structure, C3H3FO3Zn at a distorted geometry. Source: the OMol25 dataset; level of theory: ωB97M-V/def2-TZVPD.

Element x y z (Å)
C1 0.8966 -0.9236 -0.2276
C2 1.0912 0.3189 0.5734
O1 -0.2075 0.8290 0.9581
C3 -1.0818 0.8511 -0.0455
O2 -2.3177 1.0194 0.2168
O3 -0.8100 -0.0553 -1.0051
Zn1 -2.6662 -0.0789 -1.2803
F1 0.4335 -1.9777 0.4805
H1 1.4516 -1.1802 -1.1296
H2 1.5862 1.0734 -0.0504
H3 1.6241 0.1239 1.5096

Output
LUMO (spin up / spin down): -0.2462 / -0.2338 Eh
Multiplicity: 2
Gap between HOMO and LUMO (spin up / spin down): 5.247 / 10.311 eV
Charge: +1
F_max: 0.105 hartree/bohr